(1)
The following is a quantum chemistry calculation of C51H51N6O5SbTi as an isolated structure, from OMol25.

## Properties
HOMO-LUMO gap: 5.861 eV
largest force on an atom: 0.76 eV/Å
E_HOMO: -5.796 eV
lowest unoccupied orbital energy: 0.0647 eV
energy above the lowest of the compared OMol25 structures with the same formula, charge and spin: 0.0 kJ/mol

Each line ends with the Mulliken charge.
Cartesian coordinates (Å):
Sb -3.002 -1.938 0.784  0.218
Ti -0.036 0.267 0.032  -0.288
O 0.755 -0.834 1.625  0.938
O 2.147 -0.649 -0.439  -0.079
O -0.288 -1.223 -1.180  0.280
O -3.408 1.074 2.893  -0.466
O -1.252 0.916 1.388  0.193
N 0.450 1.485 -1.552  1.040
N 0.562 2.090 2.108  -1.293
N 2.390 -1.096 3.130  0.237
N 3.156 1.780 -10.090  -0.505
N 0.888 1.797 0.801  1.178
N 0.165 -3.392 -1.845  0.480
C 1.137 -4.366 -2.313  -1.173
C 1.687 2.618 0.049  -1.324
C -4.964 -2.568 -3.135  -0.774
C 2.870 1.297 -9.088  -0.030
C 2.914 -0.558 0.742  -2.025
C -4.510 -0.220 -2.948  -0.710
C -0.435 2.040 4.762  -0.932
C -4.409 -4.681 0.950  -0.479
C 1.465 -0.226 -7.774  -0.775
C 2.512 0.689 -7.830  0.600
C -3.951 -1.683 -1.121  0.797
C -5.752 -1.386 4.168  -0.385
C -1.232 1.671 3.678  0.028
C 0.680 -2.023 -1.751  2.590
C 1.424 2.455 -1.288  1.150
C -2.579 1.372 3.923  0.896
C -2.172 -6.251 1.281  -0.593
C -3.972 -0.395 -1.674  0.918
C 1.825 -0.485 -5.406  -0.021
C -4.665 -1.745 3.376  0.350
C 1.482 3.070 -3.616  -0.284
C -3.408 0.806 -0.955  -1.124
C -0.927 2.089 6.054  -0.863
C 1.098 -1.501 -3.088  -1.683
C -5.003 -1.291 -3.676  -0.727
C 1.125 -0.809 -6.567  -0.489
C -3.146 -4.080 0.928  0.475
C 1.967 -0.842 1.902  0.681
C 2.867 0.442 -5.469  -0.178
C -5.909 -1.036 1.433  -0.451
C -3.072 1.405 5.227  -0.535
C -3.424 -6.839 1.273  -0.736
C -4.556 -6.048 1.116  -0.896
C -0.613 1.570 2.335  0.622
C 1.917 -2.013 -0.827  -2.418
C 2.003 3.187 -2.374  -1.547
C 3.211 1.024 -6.673  -0.875
C -4.749 -1.571 1.985  1.018
C -2.010 -4.872 1.124  0.574
C 0.389 2.181 -3.847  -1.073
C -2.256 1.756 6.286  -0.665
C 3.792 -1.102 3.513  -1.056
C -1.045 -3.451 -2.660  -0.982
C -4.439 -2.756 -1.864  -0.752
C -6.986 -0.674 2.237  -0.936
C -6.906 -0.849 3.608  -0.918
C -0.613 -4.309 1.224  -1.152
C -0.047 1.408 -2.823  -0.606
C -3.415 -2.291 4.014  -1.542
C 1.430 -1.253 4.217  -0.788
C 1.456 -1.050 -4.141  0.327
H -1.549 -4.401 -2.480  0.385
H 0.598 2.287 4.554  0.507
H -4.393 -3.755 -1.458  0.493
H 2.817 3.868 -2.165  0.489
H -0.048 2.072 -4.829  0.432
H 3.277 0.468 0.815  0.582
H 0.307 -1.515 -6.511  0.527
H 1.454 -2.276 4.592  0.321
H -0.545 -3.277 0.884  -0.783
H 0.434 -1.016 3.857  0.025
H -5.293 -4.063 0.842  0.506
H -5.543 -6.493 1.127  0.447
H 2.815 -2.390 -1.319  0.723
H -4.116 1.162 5.394  0.472
H -0.283 2.382 6.872  0.406
H -5.978 -0.895 0.361  0.457
H -7.736 -0.570 4.245  0.398
H 4.057 -2.067 3.946  0.349
H 1.675 -2.621 0.049  0.569
H -5.691 -1.522 5.243  0.452
H -2.537 -1.711 3.709  0.007
H -1.292 -6.869 1.423  0.428
H 3.970 -0.325 4.258  0.324
H -2.661 1.780 7.290  0.413
H 0.648 -5.340 -2.364  0.390
H 1.533 -4.133 -3.313  0.300
H -7.880 -0.258 1.789  0.463
H -3.479 -2.254 5.101  0.472
H -3.466 0.744 0.133  -0.159
H -3.520 -7.909 1.405  0.396
H 1.692 -0.569 5.024  0.369
H -4.262 0.783 3.242  0.280
H 4.014 1.746 -6.725  0.457
H 1.886 3.653 -4.434  0.461
H 2.303 3.387 0.491  0.423
H -3.923 1.718 -1.258  0.738
H 3.760 -1.248 0.709  0.597
H 0.922 -0.472 -8.677  0.462
H -0.828 -3.369 -3.735  0.342
H -1.718 -2.645 -2.379  0.113
H 0.076 -4.894 0.613  0.463
H 3.376 0.723 -4.558  0.476
H -0.820 0.664 -2.977  0.729
H 1.971 -4.459 -1.620  0.317
H -5.338 -3.414 -3.698  0.414
H -2.352 0.947 -1.215  -0.033
H -4.537 0.777 -3.374  0.445
H -0.269 -4.353 2.262  0.589
H -5.413 -1.129 -4.664  0.397
H 4.436 -0.911 2.662  0.386
H -3.245 -3.328 3.713  0.328

---

(2)
The following is a quantum chemistry calculation of C51H52Br2GeKNO3S5 as an isolated structure, from OMol25.

## Properties
HOMO-LUMO gap: 2.406 eV
largest force on an atom: 2.90 eV/Å
E_HOMO: 1.001 eV
lowest unoccupied orbital energy: 3.4070 eV
net charge: -2
energy above the lowest of the compared OMol25 structures with the same formula, charge and spin: 0.0 kJ/mol

Each line ends with the Mulliken charge.
Cartesian coordinates (Å):
Br 1.573 8.348 3.397  -0.327
Br 5.186 3.992 2.488  -0.264
Ge -3.493 -1.840 0.054  0.632
K 0.068 0.939 0.474  1.025
S 0.137 3.518 -2.907  -0.141
S 3.164 -0.410 2.075  0.276
S -0.231 -0.663 3.017  0.133
S 1.205 -2.816 0.546  0.259
S 2.023 -1.069 -1.950  0.175
O -0.161 2.649 -1.769  -0.300
O 1.977 0.195 -1.166  -0.453
O 2.492 2.660 1.825  -0.210
N -0.086 3.392 2.459  0.220
C -2.156 -4.508 -0.325  0.297
C 4.233 -2.207 -3.366  -0.544
C -5.182 -4.331 3.195  -0.840
C 1.711 4.435 -2.636  0.258
C -1.613 5.017 3.309  -0.950
C -1.298 3.708 2.833  0.798
C 1.855 6.471 3.095  -0.055
C 3.747 -1.346 -2.361  0.350
C -5.726 -0.760 -1.649  -0.254
C 0.808 2.469 -4.198  -0.854
C 4.215 5.574 -2.230  -0.730
C 2.303 0.473 -4.380  -1.018
C 1.507 -0.670 -3.705  -1.037
C 3.588 4.896 -1.212  -0.241
C 0.955 4.292 2.560  0.037
C -1.521 -5.459 -1.091  -0.647
C -4.525 -3.903 2.025  -0.158
C 2.409 -0.003 3.666  -0.451
C -2.390 2.703 2.716  -1.145
C -0.610 5.948 3.366  -0.639
C -2.284 -4.362 -3.078  -0.624
C 5.958 -1.048 -1.560  -0.590
C 0.375 -3.429 2.086  -1.324
C -6.936 -0.769 -2.323  -0.427
C -5.070 -2.085 4.041  -0.543
C -2.749 -3.322 -2.308  -0.437
C -5.399 -3.434 4.253  -0.416
C 3.397 -2.222 2.297  -1.098
C -7.369 -3.023 -1.639  -0.864
C -2.470 -0.289 -0.061  -0.334
C 2.314 5.160 -3.672  -0.478
C -1.667 -5.448 -2.470  -0.567
C 3.543 5.735 -3.448  -0.350
C 6.474 -2.011 -2.405  -0.734
C -0.647 -2.410 2.681  0.741
C 4.618 -0.729 -1.492  -0.424
C -7.756 -1.894 -2.346  -0.302
C 2.311 3.798 2.329  -0.102
C -6.154 -3.002 -0.961  0.016
C -4.367 -1.687 2.906  -0.714
C 0.711 5.602 2.995  0.754
C 3.376 4.684 2.675  -0.453
C 3.133 6.032 2.944  -0.231
C 2.066 1.795 -3.718  0.518
C 2.322 4.327 -1.412  -0.221
C 2.941 -3.040 1.061  -0.448
C -5.310 -1.882 -0.932  -0.355
C -4.112 -2.606 1.837  0.726
C 5.604 -2.544 -3.377  -0.566
C 1.246 -0.843 4.147  -1.208
C -2.767 -3.385 -0.897  -0.130
H 1.160 -3.767 2.732  0.700
H 1.951 1.623 -2.633  -0.214
H -3.102 2.964 1.902  0.261
H 4.058 4.674 -0.265  0.242
H -8.724 -1.810 -2.870  0.282
H -3.171 -2.414 -2.766  0.406
H 5.221 5.950 -2.164  0.401
H -5.907 -3.866 -0.376  0.217
H 7.490 -2.337 -2.422  0.408
H -5.261 -1.363 4.812  0.373
H -7.213 0.090 -2.959  0.283
H 4.008 6.268 -4.265  0.353
H -5.838 -3.754 5.189  0.351
H 2.056 0.500 -5.440  0.429
H -0.718 6.993 3.668  0.278
H 1.442 -1.922 4.273  0.472
H -2.333 -4.301 -4.147  0.379
H -5.322 -5.396 3.331  0.345
H 0.943 3.079 -5.124  0.383
H 1.903 3.787 -0.576  0.495
H 2.873 2.509 -3.821  0.330
H 1.578 -1.624 -4.256  0.493
H -2.868 2.637 3.641  0.517
H 4.005 6.687 3.135  0.318
H -1.184 -6.242 -3.023  0.329
H 0.458 -0.385 -3.595  0.591
H 4.332 -0.045 -0.723  0.428
H 3.211 -4.116 1.244  0.452
H -2.033 -4.538 0.769  0.212
H -3.972 -0.682 2.826  0.171
H 6.010 -3.132 -4.124  0.453
H -2.010 1.716 2.457  -0.063
H -1.385 -2.272 1.902  -1.703
H 1.735 5.285 -4.628  0.258
H -8.030 -3.833 -1.537  0.444
H 3.595 -2.700 -4.071  0.401
H 3.175 -0.037 4.431  0.585
H 0.897 -0.453 5.125  0.558
H -5.083 0.099 -1.679  0.321
H -2.644 5.265 3.610  0.394
H 6.537 -0.534 -0.772  0.351
H 4.461 -2.451 2.488  0.542
H 2.135 1.045 3.550  -0.098
H -0.244 -4.317 1.812  0.457
H -1.138 -2.849 3.537  0.762
H -4.277 -4.645 1.294  0.282
H 3.331 0.241 -4.333  0.464
H -0.020 1.769 -4.362  0.485
H -3.094 0.598 0.135  -0.169
H 3.486 -2.701 0.170  -0.127
H -0.868 -6.202 -0.664  0.392
H 2.891 -2.457 3.252  0.313

---

(3)
The following is a quantum chemistry calculation of C51H52CrN3O2P2S2Si as an isolated structure, from OMol25.

## Properties
multiplicity: 2
HOMO-LUMO gap (alpha / beta): 7.410 / 7.072 eV
largest force on an atom: 0.97 eV/Å
E_HOMO (alpha / beta): -7.438 / -7.153 eV
lowest unoccupied orbital energy (alpha / beta): -0.0284 / -0.0809 eV
energy above the lowest of the compared OMol25 structures with the same formula, charge and spin: 31.0 kJ/mol

Each line ends with the Mulliken spin population.
Cartesian coordinates (Å):
Cr 0.979 -0.094 -0.337  1.120
S 2.022 -2.179 0.272  -0.013
S -1.105 2.350 2.573  -0.002
P -1.216 0.380 2.361  0.016
P 0.344 -2.121 1.418  0.001
Si 2.561 2.660 -0.375  -0.021
O 1.782 -5.330 -1.271  0.000
O -0.310 -4.058 -4.793  0.000
N 1.289 -5.122 -3.595  0.000
N 1.391 -0.779 -2.382  0.001
N 0.104 1.795 -1.571  -0.098
C -1.562 2.201 -3.465  -0.001
C -4.676 -1.730 1.589  0.000
C 1.353 -2.691 -3.820  0.001
C -2.658 -4.883 -0.747  0.001
C 0.700 -4.014 -4.118  0.000
C 2.348 -2.129 -4.611  0.002
C 1.385 -4.130 5.443  0.000
C 2.311 -0.226 -3.171  0.033
C 0.054 -4.020 5.056  0.000
C -0.944 -0.262 4.041  -0.003
C 0.654 -0.660 5.800  -0.001
C -0.270 1.520 -2.992  0.042
C -4.854 0.417 0.534  0.000
C 0.908 -1.982 -2.721  0.045
C 5.928 0.882 -2.073  -0.001
C -0.383 -0.919 6.687  0.000
C -1.838 -5.417 0.235  -0.001
C -0.268 -3.430 3.848  -0.001
C 0.374 -0.332 4.486  -0.004
C -1.977 -0.492 4.941  0.001
C -3.633 0.785 1.077  0.000
C -1.775 3.532 -2.761  0.001
C -2.906 -0.107 1.863  -0.003
C 2.894 4.260 0.542  0.001
C 2.056 -3.060 3.398  0.002
C -0.949 -4.603 0.923  -0.001
C -1.944 3.257 -1.265  0.000
C -2.592 -3.527 -1.036  0.010
C 4.035 2.283 -1.484  0.002
C 1.894 4.728 1.402  0.002
C -0.879 -3.241 0.644  0.007
C 1.007 2.987 -1.432  0.034
C 4.864 1.188 -1.235  -0.004
C -1.150 2.020 -0.825  0.021
C -1.697 -0.830 6.258  0.000
C -1.714 -2.714 -0.340  -0.011
C 4.078 4.990 0.454  0.001
C -0.108 -0.454 1.262  -0.130
C -5.377 -0.844 0.786  -0.001
C 2.119 1.233 0.704  -0.082
C 3.251 6.606 2.029  -0.001
C 2.303 -5.166 -2.559  -0.001
C 4.256 6.156 1.187  0.000
C 4.322 3.072 -2.602  -0.001
C 0.729 -2.936 3.007  0.003
C 6.186 1.673 -3.182  0.000
C 2.383 -3.651 4.612  0.000
C 2.824 -0.872 -4.287  -0.001
C 5.381 2.773 -3.447  0.000
C 2.067 5.889 2.139  0.001
C -3.447 -1.364 2.117  0.002
H -2.645 4.054 -3.163  0.000
H 6.555 0.025 -1.862  0.000
H 5.581 3.399 -4.307  0.000
H 2.840 -2.688 2.751  -0.002
H -2.998 3.072 -1.038  0.000
H 7.016 1.438 -3.837  0.000
H 3.422 -3.736 4.903  0.000
H 1.282 6.229 2.803  0.000
H 1.182 -0.126 3.792  0.001
H 4.667 0.545 -0.384  0.002
H 1.683 -0.717 6.132  0.000
H -1.698 -1.644 -0.530  0.012
H -1.663 4.126 -0.667  0.000
H -1.307 -3.361 3.566  0.001
H -3.236 -3.098 -1.792  0.000
H 3.704 3.937 -2.824  0.000
H 1.507 1.655 1.508  0.006
H 3.392 7.512 2.605  0.000
H -6.333 -1.130 0.367  0.000
H 5.182 6.711 1.103  0.000
H 4.876 4.650 -0.197  0.000
H 1.639 -4.590 6.389  0.000
H -1.749 1.110 -0.940  0.016
H -2.509 -1.013 6.951  0.000
H -5.405 1.123 -0.074  0.000
H -3.347 -5.519 -1.286  0.000
H -0.734 -4.389 5.698  0.000
H 1.287 3.354 -2.423  -0.001
H 2.954 0.702 1.166  0.013
H 0.145 -2.400 -2.073  -0.022
H -2.418 1.552 -3.259  0.001
H 2.933 -6.034 -2.752  0.000
H 2.729 -2.664 -5.472  0.000
H 2.916 -4.266 -2.636  0.000
H 0.464 3.816 -0.971  0.003
H -0.914 4.181 -2.939  0.000
H -3.240 1.782 0.920  0.000
H 2.664 0.755 -2.899  0.001
H -0.165 -1.180 7.715  0.000
H -5.077 -2.713 1.798  0.000
H 1.585 -4.458 -0.887  0.001
H -3.008 -0.390 4.625  0.000
H 0.968 4.170 1.519  0.000
H 3.588 -0.382 -4.873  0.000
H -1.879 -6.475 0.462  0.000
H -0.297 -5.043 1.668  0.001
H -1.519 2.311 -4.550  0.000
H -0.906 2.097 0.228  0.002
H -0.373 0.444 -3.123  -0.003
H 0.737 -5.959 -3.728  0.000
H 0.564 1.838 -3.620  0.001
H -2.911 -2.072 2.731  0.001

---

(4)
The following is a quantum chemistry calculation of C51H52F4N8O5Y as an isolated structure, from OMol25.

## Properties
HOMO-LUMO gap: 6.451 eV
largest force on an atom: 1.52 eV/Å
E_HOMO: -4.133 eV
lowest unoccupied orbital energy: 2.3175 eV
net charge: -1

Each line ends with the Mulliken charge.
Cartesian coordinates (Å):
Y -0.042 -0.158 0.147  -1.156
F -3.691 -2.290 3.313  -0.321
F -1.827 -1.199 1.784  0.243
F -2.256 2.873 4.238  -0.416
F -4.124 1.774 5.660  -0.370
O 4.312 -1.564 2.168  -0.234
O -2.036 0.756 -0.669  0.445
O 5.391 -0.070 -2.104  -0.539
O 0.577 -2.213 1.031  1.703
O 2.752 3.002 2.937  0.068
N 4.495 1.069 1.906  -0.096
N -0.818 0.684 -3.543  -0.218
N -1.434 -1.771 -0.964  1.268
N 2.157 0.573 1.561  0.814
N 0.158 2.725 -0.439  1.542
N 3.742 0.515 -0.167  0.625
N -2.594 -1.289 -1.596  -0.933
N -0.988 1.306 1.996  1.923
C -0.371 -3.896 -0.383  0.660
C -4.326 1.886 -1.739  -0.152
C -0.296 3.105 -1.774  -1.356
C -4.123 0.512 -1.791  0.429
C -3.570 1.012 4.687  0.412
C -0.615 2.709 1.932  -0.193
C -3.994 -0.292 4.541  -0.925
C -2.591 1.595 3.908  -0.149
C 1.488 3.286 -0.224  -1.266
C -3.358 -1.001 3.535  0.004
C -0.803 3.256 0.534  -0.740
C -1.819 -0.252 -6.691  -1.812
C 3.126 -0.107 -1.299  -1.845
C -5.152 -0.308 -2.249  -0.122
C -2.803 -0.036 -1.323  -0.511
C 5.865 0.949 -2.972  -0.894
C -1.938 0.908 2.847  -0.135
C 4.053 -0.398 -2.312  1.146
C 1.435 -1.101 -2.598  -0.817
C -6.551 1.621 -2.618  -0.467
C 2.332 -1.397 -3.613  -1.385
C 1.739 2.123 4.958  -0.842
C 1.201 -0.212 3.604  -0.657
C 3.357 0.684 1.116  -1.326
C 5.245 1.231 4.211  -0.520
C 3.666 -1.031 -3.473  -0.226
C -3.790 0.400 -5.269  -1.543
C -2.307 2.181 -6.254  -1.748
C 3.997 -2.941 2.266  -1.120
C 0.973 -5.800 1.143  -0.576
C 5.572 0.632 5.426  -0.786
C 2.135 1.987 3.632  0.142
C -6.357 0.243 -2.659  -0.740
C 2.674 4.305 3.486  -1.319
C 1.773 -0.422 -1.411  2.306
C 4.785 0.477 3.147  0.570
C 4.995 -1.513 4.501  -0.387
C 0.262 -6.218 0.009  -0.928
C 0.422 -3.453 0.711  0.151
C -2.358 0.762 -5.674  2.648
C 0.801 -0.087 4.925  -0.927
C 1.073 1.088 5.605  -1.136
C 5.431 -0.735 5.576  -0.809
C 4.695 -0.913 3.289  0.747
C 1.036 -4.470 1.488  -0.862
C -5.532 2.441 -2.155  -0.986
C 1.877 0.806 2.937  0.923
C -1.298 -3.035 -1.093  -1.133
C -1.487 0.723 -4.476  -0.781
C -0.416 -5.260 -0.711  -0.708
C -2.397 -0.432 2.749  -0.392
H 3.034 4.983 2.715  0.265
H 4.403 -1.256 -4.235  0.482
H 1.892 2.983 0.738  0.387
H -3.824 -0.579 -4.790  0.364
H 2.158 2.921 -1.005  0.257
H 2.000 -1.910 -4.510  0.466
H -4.417 0.382 -6.163  0.516
H 4.895 -3.536 2.456  0.377
H 0.267 -0.895 5.408  0.463
H 3.557 -3.221 1.314  0.334
H 0.986 -1.117 3.040  0.194
H 1.643 4.563 3.742  0.410
H 1.939 3.039 5.495  0.408
H 4.903 -2.585 4.613  0.415
H -1.272 2.669 -1.963  0.166
H -1.285 2.464 -6.507  0.417
H 0.761 1.215 6.634  0.407
H 0.399 2.728 -2.523  0.235
H -2.695 2.904 -5.534  0.360
H -2.920 2.224 -7.157  0.412
H 1.460 4.388 -0.267  0.293
H 5.660 -1.212 6.521  0.380
H 0.216 -7.263 -0.270  0.372
H -4.983 -1.377 -2.270  0.469
H -1.799 2.976 0.194  -0.369
H -4.202 1.127 -4.565  0.167
H -2.437 -0.220 -7.591  0.424
H 3.268 -3.112 3.059  0.409
H 0.434 2.829 2.219  -0.909
H 0.412 -1.422 -2.748  0.446
H -0.357 4.204 -1.857  0.351
H -0.737 4.359 0.555  0.689
H 4.562 2.077 1.940  0.407
H -5.677 3.514 -2.109  0.410
H 5.331 2.306 4.090  0.365
H 1.470 -6.535 1.767  0.420
H -7.153 -0.404 -3.009  0.393
H -4.769 -0.723 5.157  0.513
H 3.301 4.405 4.375  0.347
H 5.921 1.242 6.250  0.381
H -3.528 2.512 -1.361  0.197
H 6.926 1.078 -2.769  0.273
H -1.852 -1.263 -6.281  0.372
H -1.189 3.346 2.598  0.786
H 5.730 0.675 -4.020  0.368
H 4.744 0.552 -0.259  0.542
H 1.559 -4.158 2.383  0.324
H -0.787 -0.027 -6.962  0.410
H -2.025 -3.532 -1.735  0.175
H -1.030 -5.557 -1.556  0.368
H 5.341 1.893 -2.788  0.244
H -7.496 2.048 -2.933  0.385